DFT (ωB97M-V/def2-TZVPD) results for a molecular structure, C26H29ClF6NO7P2S3Ti.

The calculation puts the frontier orbital gap at 6.900 eV. Its calculated total energy is -5375.5838 Eh. As for the spin multiplicity: 1. As for the charge: +1.

The geometry in XYZ format:
```
76
Properties=species:S:1:pos:R:3:lowdin_charge:R:1
Ti 0.0135 -0.8221 0.1462 0.879
Cl -4.9031 -4.7392 -3.0671 0.694
S -2.5991 -0.1858 -0.1174 0.596
S 0.9242 -0.5523 2.8080 0.669
S 2.2950 -2.0782 4.6648 0.636
P 0.7418 1.5379 -0.7884 0.918
P 2.5378 -0.9070 -0.5314 0.899
F 0.1543 0.1946 5.2122 0.176
F -0.9479 1.0897 3.5915 0.154
F 2.9834 -4.5671 4.4095 0.178
F 2.3002 -3.6659 2.5662 0.121
F 4.2673 -3.2047 3.3272 0.151
F -1.3248 -0.9696 4.1333 0.187
O 0.9971 -2.5322 5.0375 -0.244
O 0.3026 -1.6421 1.9925 -0.393
O 3.2846 -1.6883 5.5992 -0.222
O -1.7492 -0.1351 1.1184 -0.367
O -1.4993 -0.4330 -1.1460 -0.420
O -3.6461 -1.1406 -0.1090 -0.187
O 1.0705 0.5638 1.8798 -0.360
N 2.2093 -0.9061 3.5287 -0.258
C -4.2422 3.4071 0.4087 -0.012
C 3.0480 3.1066 -0.4023 -0.058
C 2.6643 -1.2072 -2.3349 -0.209
C 3.6668 -2.1251 0.1870 -0.210
C -4.3138 3.9258 -0.8860 -0.247
C -1.3109 -3.0900 -2.6086 -0.049
C 3.3171 0.7117 -0.3106 -0.372
C -3.4224 -4.1829 -2.3667 -0.662
C -0.4050 -0.0358 4.0409 -0.670
C -3.1811 -4.3885 -1.0199 -0.087
C -0.1039 2.8703 0.1064 -0.187
C 0.4303 1.8420 -2.5562 -0.198
C 3.0164 -3.4708 3.6780 -0.683
C 0.2202 -2.7822 -0.6529 -0.178
C 4.3931 3.2646 -0.1040 -0.044
C -2.4897 -3.5402 -3.1707 -0.089
C 4.6626 0.8765 -0.0036 -0.054
C -1.9925 -3.9368 -0.4691 -0.034
C 2.5030 1.8317 -0.5000 -0.372
C -1.0445 -3.2805 -1.2516 -0.312
C -3.7097 2.1543 0.6489 -0.045
C -3.2954 1.8963 -1.7227 -0.051
C -3.8344 3.1543 -1.9420 -0.014
C -4.9243 5.2745 -1.1280 -0.034
C -3.2315 1.4145 -0.4254 -0.310
C 5.1954 2.1530 0.1032 -0.042
H 4.6108 -2.1344 -0.3588 0.066
H -6.0077 5.2242 -1.0060 0.096
H 3.5453 -0.7069 -2.7360 0.066
H -3.6524 1.7626 1.6567 0.129
H 0.2643 2.8797 1.1310 0.062
H 0.0945 3.8326 -0.3671 0.061
H -0.5352 1.4212 -2.8325 0.032
H 1.7778 -0.8515 -2.8601 0.036
H 1.2106 1.3759 -3.1567 0.045
H 2.7597 -2.2769 -2.5221 0.058
H -4.6119 3.9943 1.2399 0.127
H -0.5848 -2.5841 -3.2358 0.116
H -3.8914 3.5374 -2.9530 0.122
H 2.4271 3.9829 -0.5400 0.110
H -3.9159 -4.8950 -0.4103 0.115
H -4.5503 6.0087 -0.4147 0.088
H -2.6942 -3.4022 -4.2233 0.110
H -1.8032 -4.0981 0.5859 0.128
H 3.2110 -3.1124 0.1159 0.058
H -2.9426 1.2959 -2.5513 0.118
H 5.2994 0.0182 0.1646 0.107
H -1.1781 2.7028 0.1159 0.028
H 6.2402 2.2785 0.3534 0.118
H 4.8121 4.2581 -0.0203 0.118
H 3.8523 -1.8971 1.2354 0.039
H 1.0465 -2.9021 -1.3501 0.038
H -4.7166 5.6319 -2.1347 0.081
H 0.4735 -3.3158 0.2683 0.076
H 0.4312 2.9118 -2.7677 0.062
```

DFT (ωB97M-V/def2-TZVPD) results for a single C4H10N2O molecule.

The calculation puts the frontier orbital gap at 9.631 eV. Its SMILES is C[C@@H](N)CNC=O. Its calculated total energy is -343.1231 Eh. As for the spin multiplicity: 1.

The geometry in XYZ format:
```
17
Properties=species:S:1:pos:R:3:nbo_charge:R:1
O 0.1678 1.6557 2.2983 -0.618
N -0.9403 -0.1570 1.4900 -0.637
N 1.4403 0.8547 -0.8737 -0.871
C -0.4264 0.6143 2.5243 0.517
C 0.0060 -1.0991 -1.7796 -0.635
C -0.6503 0.3762 0.1516 -0.234
C 0.5918 -0.2487 -0.5897 -0.052
H -1.0834 -1.3482 -1.7368 0.213
H 1.8436 0.9251 -1.7877 0.378
H -0.3074 0.0856 3.4857 0.122
H 0.3052 -2.1417 -1.6941 0.214
H -1.5862 0.1618 -0.4150 0.192
H -1.2495 -1.0859 1.7065 0.398
H -0.7077 1.4639 0.1262 0.236
H 0.9414 -0.9523 0.1827 0.161
H 0.2182 -0.7600 -2.8154 0.218
H 1.4372 1.6557 -0.2731 0.398
```

DFT (ωB97M-V/def2-TZVPD) results for 2 unconnected molecules or ions with the total composition C5H7P.

The calculation puts the frontier orbital gap (spin up / spin down) at 7.942 / 7.673 eV. Its calculated total energy is -535.7816 Eh. As for the spin multiplicity: 3.

The geometry in XYZ format:
```
13
Properties=species:S:1:pos:R:3:lowdin_spin:R:1
P -1.2700 0.8646 1.1348 -0.022
C -1.8220 -1.5709 -0.5411 0.850
C -0.1613 1.7101 2.0822 0.272
C 0.8801 0.2342 -0.7044 0.031
C 1.4466 -0.5395 -1.6504 0.316
C -0.2720 -0.0138 0.0241 0.363
H 2.3637 -0.2453 -2.1278 0.020
H 1.3771 1.1639 -0.4285 -0.007
H -1.3686 -2.4518 -0.9520 0.063
H -2.5424 -1.6180 0.2482 0.063
H 0.9079 1.6426 1.9663 0.015
H 0.9851 -1.4577 -1.9691 0.017
H -0.5242 2.2817 2.9176 0.017
```

DFT (ωB97M-V/def2-TZVPD) results for 2 unconnected molecules or ions with the total composition ClH4N2OP.

The calculation puts the frontier orbital gap at 10.777 eV. Its calculated total energy is -988.7087 Eh. As for the spin multiplicity: 1.

The geometry in XYZ format:
```
9
Properties=species:S:1:pos:R:3:nbo_charge:R:1
Cl -3.9517 -0.1474 -0.0716 -0.281
P 1.6125 0.3588 -0.0604 2.161
O 3.0385 0.4268 0.3545 -1.033
N 0.6394 1.4430 -0.5817 -1.223
N 0.9077 -1.1255 0.2859 -1.184
H -5.0966 -0.7204 -0.4158 0.281
H 1.5664 -1.6447 0.8340 0.447
H -0.0554 -0.8633 0.2626 0.438
H 1.3392 2.2727 -0.6075 0.394
```

DFT (ωB97M-V/def2-TZVPD) results for 2 unconnected molecules or ions with the total composition C3H10O2S2.

The calculation puts the frontier orbital gap at 9.468 eV. Its SMILES is OCCCSS.O. Its calculated total energy is -1067.1285 Eh. As for the spin multiplicity: 1.

The geometry in XYZ format:
```
17
Properties=species:S:1:pos:R:3:nbo_charge:R:1
S 0.0382 2.4084 1.4246 -0.162
S -1.7826 1.6090 0.7886 0.082
O 0.7700 -1.5292 0.9655 -0.711
O 2.7004 0.9237 -0.5858 -0.946
C -1.2988 -1.0308 -0.2800 -0.470
C -1.2535 0.4707 -0.5613 -0.537
C 0.0570 -1.6911 -0.2744 -0.064
H 0.7298 -1.3915 -1.0818 0.175
H 3.1521 1.1332 -1.3795 0.469
H -2.0273 -1.4460 -0.9728 0.228
H -1.6822 -1.2256 0.7322 0.223
H -0.0683 -2.7727 -0.3190 0.178
H -0.2924 0.8556 -0.9173 0.242
H 0.1131 1.8283 2.6089 0.128
H 2.3549 1.7178 -0.1749 0.477
H 0.4157 -0.7237 1.3581 0.456
H -1.9261 0.8639 -1.3311 0.229
```

DFT (ωB97M-V/def2-TZVPD) results for 7 unconnected molecules or ions with the total composition C14H42O7.

The calculation puts the frontier orbital gap at 10.496 eV. Its SMILES is CCO.CCO.CCO.CCO.CCO.CCO.CCO. Its calculated total energy is -1085.1182 Eh. As for the spin multiplicity: 1.

The geometry in XYZ format:
```
63
Properties=species:S:1:pos:R:3:nbo_charge:R:1
O -5.5405 -2.0413 1.0592 -0.740
O -1.7751 -4.5810 -4.7597 -0.738
O -2.3591 4.4321 -4.1425 -0.723
O 0.3756 -2.1359 7.9422 -0.726
O 3.6767 6.7136 0.4127 -0.714
O 7.0686 -1.0896 1.4435 -0.701
O -1.3963 1.0042 -0.5934 -0.749
C 0.0504 -3.4342 7.3961 -0.069
C 6.8696 -2.4237 1.2083 -0.065
C -2.0365 4.7427 -6.5576 -0.644
C -1.5262 -2.2488 -5.0635 -0.631
C -0.3425 1.6480 0.0995 -0.051
C -1.4365 4.1956 -5.2342 -0.069
C -1.1000 -3.4057 6.4513 -0.640
C -6.6905 -2.9378 2.8995 -0.633
C -1.2471 -3.4481 -4.2227 -0.055
C 3.2595 5.3122 -1.5638 -0.638
C 0.4062 0.4590 0.8571 -0.621
C 3.5367 5.3591 -0.0926 -0.068
C -5.3714 -2.3580 2.4313 -0.060
C 5.3756 -2.8855 1.4227 -0.640
H -0.2096 -3.6661 -3.9693 0.168
H -4.4743 -2.9747 2.4854 0.164
H 5.0574 -2.8470 2.4645 0.211
H -0.1692 -4.0108 8.2947 0.174
H -1.9232 -2.7875 6.8094 0.221
H 3.6802 6.2029 -2.0303 0.206
H -0.3223 0.0226 1.5404 0.214
H 7.2758 -2.8282 0.2813 0.157
H -0.8465 -3.1360 5.4261 0.205
H -0.7733 2.4163 0.7415 0.159
H -1.6978 -3.2974 -3.2417 0.150
H 5.1161 -3.8396 0.9639 0.217
H -2.5714 -2.1485 -5.3561 0.214
H -1.8728 1.5648 -1.2101 0.475
H -2.0703 5.8283 -6.6496 0.206
H 4.5102 4.8882 0.0437 0.155
H -1.4179 4.4049 -7.3890 0.210
H 4.3820 7.0638 -0.1364 0.453
H 1.1379 -1.8368 7.4412 0.462
H 0.2922 2.1227 -0.6488 0.153
H 7.3694 -2.8712 2.0674 0.147
H 8.0169 -1.0565 1.2974 0.465
H 0.8018 -0.2333 0.1139 0.214
H -6.7369 -2.9017 3.9880 0.211
H -5.0089 -1.2781 0.8214 0.470
H -1.2688 -1.4178 -4.4068 0.205
H -1.3853 3.1069 -5.2266 0.180
H -5.1502 -1.4049 2.9118 0.157
H -2.5856 -4.9288 -4.3804 0.478
H -2.2728 5.3699 -3.9561 0.457
H 3.6240 4.3637 -1.9584 0.214
H 2.7729 4.8694 0.5116 0.183
H 1.2662 0.8963 1.3644 0.206
H -1.5108 -4.4079 6.3289 0.212
H -7.5163 -2.2844 2.6181 0.217
H -0.4495 4.5906 -4.9933 0.164
H 0.9653 -3.7953 6.9265 0.162
H -2.9980 4.2996 -6.8169 0.219
H 4.7181 -2.3012 0.7790 0.209
H 2.1968 5.3723 -1.7986 0.207
H -0.8182 -2.1117 -5.8809 0.208
H -6.9304 -3.8945 2.4357 0.216
```

Largest force on an atom, record by record: 0.66, 3.11, 4.08, 4.33, 1.61, 4.22 eV/Å